(1)
75
Properties=species:S:1:pos:R:3:mulliken_charge:R:1 method="wB97M-V/def2-TZVPD" homo_ev="-13.46 / -13.58" total_energy_ha=-6667.4126 fmax_ev_per_a=3.09 spin_multiplicity=5 charge=+2
Ru -0.47462 0.03577 1.37011 0.6538
C 2.46749 -0.16949 2.10218 -0.0333
C 1.96905 -1.36315 2.83671 -1.0734
N 0.48764 -1.59337 2.84402 -0.1896
C -0.17415 -1.43962 4.14351 -0.9138
C -1.40855 -0.56054 4.15558 -0.6903
N -1.26034 0.70674 3.29396 -0.1526
C -0.28571 1.72055 3.71364 -0.7215
C 1.16321 1.35633 3.53065 -0.7547
N 1.51288 0.93638 2.15338 -0.0346
H 2.56695 -0.46002 1.05918 0.0576
H 3.47492 0.05719 2.42297 0.3741
H 2.29786 -1.45146 3.89304 0.3626
H 2.39008 -2.28732 2.41090 0.5311
H 0.29905 -2.53454 2.50324 0.3706
H 0.57430 -1.03119 4.84342 0.3509
H -0.37656 -2.37551 4.60444 0.5808
H -1.63514 -0.25936 5.18118 0.3828
H -2.26793 -1.07341 3.72608 0.3481
H -2.23464 1.01207 3.25413 0.1988
H -0.42025 1.94946 4.73649 0.4529
H -0.59298 2.64383 3.12993 0.3446
H 1.38017 0.53656 4.21414 0.1729
H 1.79957 2.15595 3.86939 0.5767
H 1.84627 1.70742 1.55578 0.2062
Se -1.95648 1.81017 -0.83498 -0.2071
P -3.23628 -0.01856 -0.68901 0.7356
Se -1.92721 -1.59712 0.05392 -0.4032
C -3.83571 -0.40933 -2.30153 0.7426
C -3.39792 0.17907 -3.48007 -0.2719
C -3.95620 -0.30867 -4.67275 -0.6951
C -4.89565 -1.33507 -4.69107 -0.4462
C -5.36831 -1.88102 -3.48983 -0.6423
C -4.87182 -1.41577 -2.31363 -0.3727
C -4.62678 0.37239 0.36371 0.4479
C -4.65804 -0.23415 1.63384 -0.4379
C -5.67878 0.12508 2.49798 -0.7637
C -6.61108 1.11815 2.14855 -0.4908
C -6.60226 1.62764 0.87578 -0.6845
C -5.62149 1.27064 -0.02309 -0.4872
H -2.72893 1.05256 -3.63411 0.2307
H -3.71424 0.14639 -5.65373 0.3662
H -5.36450 -1.52806 -5.68220 0.3423
H -6.23666 -2.47507 -3.43441 0.4254
H -5.33999 -1.73794 -1.35058 0.2776
H -3.97764 -1.00139 1.93199 0.5941
H -5.86388 -0.36193 3.43300 0.4582
H -7.36025 1.45803 2.84939 0.4360
H -7.29997 2.36615 0.58194 0.4614
H -5.55132 1.62892 -1.05286 0.4318
C 6.03462 1.58709 -2.63972 -1.5801
C 5.62982 0.14794 -2.16944 2.0123
C 6.29291 -0.75662 -3.23426 -2.1617
C 6.15776 -0.15581 -0.73727 -1.6097
C 4.09481 0.00516 -2.13694 0.2611
C 3.50102 -0.90916 -3.01587 -0.3212
C 2.10530 -1.03329 -3.11828 -1.6354
C 1.37110 -0.13166 -2.37083 0.4429
O -0.03944 0.02747 -2.39842 -0.2158
B -0.21179 0.98564 -1.47826 0.9931
O 0.92457 1.41382 -0.76612 -0.4416
C 1.96019 0.67666 -1.38848 0.2424
C 3.31240 0.84324 -1.25675 -0.6367
H 7.10651 1.55226 -2.71591 0.5092
H 5.68497 2.31814 -1.89726 0.3239
H 5.68650 1.73021 -3.64332 0.4171
H 7.35560 -0.59050 -3.21549 0.4715
H 5.96922 -0.54820 -4.26436 0.4910
H 6.22706 -1.85519 -3.07812 0.4284
H 7.25729 -0.05311 -0.74833 0.4066
H 5.82890 -1.14940 -0.38632 0.3590
H 5.81417 0.48571 0.02915 0.3872
H 4.22037 -1.54054 -3.58471 0.4420
H 1.59693 -1.75495 -3.79113 0.4450
H 3.70205 1.63471 -0.60783 0.5215


(2)
78
Properties=species:S:1:pos:R:3:mulliken_charge:R:1 method="wB97M-V/def2-TZVPD" homo_ev="-10.31 / -13.63" total_energy_ha=-2275.0482 fmax_ev_per_a=4.03 spin_multiplicity=6 charge=+2
Ir 8.69825 11.10168 10.26280 3.1009
N 8.45951 12.79145 11.71360 -0.8674
C 6.99273 13.01873 11.95038 -0.8886
C 6.22476 11.75321 11.64552 0.1449
N 6.62979 11.10466 10.32038 -0.6914
C 6.02141 11.70793 9.08109 -0.7309
C 6.88139 12.87952 8.56979 -0.8815
N 8.33542 12.66793 8.60943 -0.5388
H 8.87357 13.63803 11.32496 0.3465
H 8.91597 12.63036 12.61272 0.0767
H 6.81278 13.30319 12.98569 0.5539
H 6.65257 13.85868 11.31918 0.2351
H 6.34367 10.98768 12.37632 -0.4689
H 5.15257 11.96810 11.60605 0.6878
H 6.29528 10.13129 10.34992 0.2802
H 5.98674 10.87937 8.37080 0.3836
H 4.99605 11.99204 9.28656 0.4449
H 6.59210 13.01754 7.50420 0.4932
H 6.63631 13.81390 9.09659 0.3314
H 8.68383 12.36621 7.71746 0.3803
H 8.83809 13.51626 8.88714 0.2917
C 9.26354 12.44140 17.72539 -1.9215
C 8.85261 11.27462 16.82834 2.2613
C 7.45895 11.54610 16.27655 -1.6651
C 8.83109 9.98656 17.68228 -1.6547
C 9.90390 11.16416 15.73773 -0.2940
C 11.24170 11.26078 16.11724 -0.6493
C 12.25522 11.27492 15.19545 -1.0472
C 11.98244 11.10487 13.82966 0.4106
S 13.02533 11.27732 12.46755 -0.3320
C 11.64761 11.16699 11.40233 0.1445
N 10.46238 10.91674 12.02501 0.0522
C 10.62630 10.92605 13.39326 -0.7854
C 9.64553 10.90132 14.38824 0.8077
C 11.65533 11.28300 9.95574 1.6485
C 12.92052 11.22870 9.24364 -0.8363
C 12.98682 11.24671 7.85697 -0.8631
C 11.74412 11.20311 7.15308 -1.1277
C 10.54539 11.02495 7.83362 0.0304
C 10.43627 11.21186 9.26995 0.0318
H 8.41871 12.60676 18.39604 0.4795
H 9.42941 13.31655 17.13021 0.4506
H 10.16812 12.26705 18.30895 0.3718
H 6.74967 11.61014 17.07470 0.5964
H 7.07935 10.76911 15.61503 0.1512
H 7.42253 12.50863 15.76391 0.2980
H 8.05366 10.05913 18.45495 0.4340
H 9.80197 9.83711 18.18812 0.3785
H 8.66263 9.09077 17.10831 0.3518
H 11.54136 11.34643 17.17818 0.3209
H 13.28769 11.39422 15.54994 0.3987
H 8.60392 10.71673 14.06488 0.1025
H 13.85391 11.19402 9.84266 0.3356
H 13.91275 11.26356 7.29846 0.4499
H 11.71894 11.34914 6.06806 0.4281
H 9.67714 10.79822 7.23024 0.4494
O 8.20928 7.63968 11.05049 -0.8547
C 7.79101 8.37196 12.01093 0.0114
O 7.90729 9.65710 12.03726 -0.2122
C 7.13962 7.71876 13.12762 0.0777
C 7.26709 6.32937 13.29660 -0.5734
C 6.73066 5.69704 14.39902 -0.3855
C 6.01847 6.46086 15.33808 -0.4362
C 5.88426 7.82626 15.21312 -0.4698
C 6.46757 8.45408 14.08637 0.2661
N 5.44618 5.81807 16.50925 0.9721
O 4.96499 6.57045 17.36874 -0.6180
O 5.48790 4.59116 16.49560 -0.6239
H 7.77933 5.71633 12.52314 0.4591
H 6.85289 4.61111 14.57795 0.4911
H 5.30546 8.40671 15.94037 0.5375
H 6.30574 9.52452 13.96955 0.4529
N 7.59351 9.33868 8.46203 -0.5660
N 8.75171 9.24716 9.23189 -0.3528
H 7.23295 8.42310 8.20250 0.2520
H 7.61017 9.98383 7.68017 0.1973
H 9.59233 8.98633 8.70626 0.4384
H 8.58235 8.48339 10.05754 0.0456


(3)
77
Properties=species:S:1:pos:R:3:mulliken_charge:R:1 method="wB97M-V/def2-TZVPD" homo_ev=-7.85 total_energy_ha=-2535.5728 fmax_ev_per_a=1.27
C 5.70932 2.57140 0.60500 -1.2012
C 5.28705 1.18957 1.09716 -0.7169
N 4.13146 0.67259 0.39940 0.4242
C 4.27682 0.12166 -0.92714 -0.6947
C 4.39176 -1.40095 -0.89724 -0.8429
S 2.62787 1.13820 0.89820 1.0931
O 2.76818 2.14758 1.90790 -0.7430
O 1.80179 1.43892 -0.24248 -0.7120
C 1.94536 -0.32181 1.68879 0.3547
C 2.75230 -1.29636 2.24278 -0.5013
C 2.15959 -2.39249 2.85022 -1.0075
C 0.78139 -2.51168 2.90921 -0.5657
C -0.01850 -1.51726 2.35650 0.4715
N -1.41053 -1.57385 2.33824 -0.0191
C -2.21968 -2.64638 2.46592 0.5737
O -1.92346 -3.73135 2.91153 -0.6728
C -3.60210 -2.42863 1.80611 0.1343
S -4.11865 -0.70219 1.68189 -0.3498
C -3.30208 -0.52633 0.04176 0.3139
N -2.99406 0.56287 -0.51321 -0.2825
C -3.26363 1.84592 -0.07849 -0.1383
C -4.39849 2.17045 0.66331 -0.6704
C -4.63089 3.47074 1.06517 -1.3120
C -3.73678 4.48013 0.74038 0.8808
C -3.96201 5.89508 1.17814 -1.4546
C -2.62451 4.15554 -0.02890 -0.9956
C -2.37307 2.86564 -0.45961 1.4314
C -1.18364 2.56991 -1.31828 -1.2223
C -3.01492 -1.83771 -0.46362 0.1391
C -2.22145 -2.12581 -1.67013 0.7782
O -2.06872 -3.28301 -2.07408 -0.8612
N -1.61586 -1.07120 -2.24048 0.0767
C -0.42676 -1.24694 -3.03995 -0.1635
C -0.36799 -0.22809 -4.17012 -1.7956
C 0.81752 -1.11876 -2.12797 -0.4320
O 0.76455 -1.91422 -0.96631 0.4014
C 0.95003 -3.29637 -1.17726 -1.0982
C -3.29645 -2.86901 0.40350 -0.7202
N -3.19298 -4.16611 0.11562 -0.3656
C 0.57464 -0.41361 1.74727 -0.3843
H 6.57761 2.91485 1.16122 0.4182
H 4.88975 3.26751 0.76002 0.3055
H 5.95826 2.55022 -0.45352 0.2997
H 6.10585 0.47132 0.98734 0.4226
H 5.01167 1.25647 2.15074 0.4102
H 3.39159 0.41642 -1.49355 0.3505
H 5.15749 0.55599 -1.40912 0.3807
H 4.52777 -1.78084 -1.90691 0.4373
H 5.24433 -1.70849 -0.29588 0.3691
H 3.48996 -1.83328 -0.47249 -0.0238
H 3.82440 -1.19933 2.18930 0.3951
H 2.77661 -3.16615 3.28175 0.4066
H 0.32007 -3.37021 3.36999 0.5219
H -1.85234 -0.73242 1.97596 -0.0212
H -4.36256 -3.02595 2.30706 0.5592
H -5.12291 1.40426 0.89653 0.6604
H -5.51945 3.69901 1.63578 0.3275
H -3.10336 6.25885 1.74092 0.3324
H -4.09034 6.54404 0.31215 0.3230
H -4.84765 5.97298 1.80362 0.3601
H -1.93413 4.94021 -0.30597 0.4001
H -0.75217 3.49386 -1.69543 0.4386
H -1.48433 1.95207 -2.16252 0.2507
H -0.40422 2.04429 -0.76580 0.2348
H -1.77245 -0.16974 -1.79604 0.2650
H -0.47941 -2.26038 -3.45298 0.5567
H -0.25175 0.77599 -3.77001 0.2885
H 0.47610 -0.43978 -4.82087 0.4412
H -1.28122 -0.27160 -4.75766 0.4498
H 0.89571 -0.09348 -1.75451 -0.0896
H 1.71531 -1.35929 -2.71623 0.5777
H 0.09825 -3.74771 -1.69520 0.2696
H 1.86372 -3.48816 -1.75248 0.3192
H 1.04395 -3.74102 -0.18718 0.2974
H -3.11002 -4.83108 0.86852 0.2764
H -2.75003 -4.34032 -0.79337 0.3197
H -0.02241 0.36478 1.29810 0.3197


(4)
75
Properties=species:S:1:pos:R:3:mulliken_charge:R:1 method="wB97M-V/def2-TZVPD" homo_ev=-11.03 total_energy_ha=-1957.1016 fmax_ev_per_a=2.77 charge=+1
C -0.07997 -0.59725 4.08651 -0.6103
C 0.24064 -1.19594 2.84719 -0.3756
N 0.81076 -0.41005 1.78920 0.8072
C 2.15128 -0.18979 1.46183 0.1497
C 3.31444 -0.83013 2.20456 -0.7722
O 4.35252 -1.18002 1.27378 -0.2757
C 4.69916 -2.52614 1.55229 0.5546
C 5.53330 -2.76184 2.83048 -0.8435
O 4.32712 -3.40701 0.83787 -0.4879
C 2.20239 0.65221 0.37902 0.2501
C 3.44622 1.15423 -0.34083 -0.7530
C 3.23448 1.74929 -1.77224 -1.1026
C 3.21314 3.31328 -1.70574 -0.6200
C 2.24656 3.98526 -2.71386 -0.5253
C 1.88515 5.49784 -2.35927 -0.6841
N 2.74142 6.12613 -1.35604 -0.5268
N 0.86462 0.94117 0.06944 1.1383
N 0.29748 1.76849 -0.92323 -1.2087
C 0.18826 2.91441 -0.43890 0.5388
S -0.06642 4.24736 0.28820 -0.2014
C 0.07957 0.27466 0.90776 -0.7677
B -1.53878 0.28051 0.87435 0.6241
O -2.21818 1.06539 1.75538 -0.5953
C -2.21648 -0.62964 -0.24533 -0.5745
C -1.32565 -1.90957 -0.41981 -0.8189
H 0.58027 -0.65218 4.96784 0.2752
H -1.01601 -0.02424 4.22304 0.2295
H -0.00580 -2.25852 2.69957 0.4689
H 2.93899 -1.72864 2.73201 0.5491
H 3.71768 -0.16888 2.99446 0.2850
H 5.01791 -3.50282 3.45621 0.3270
H 6.52158 -3.09739 2.48613 0.3150
H 5.61719 -1.82677 3.40342 0.2735
H 4.16316 0.32444 -0.44514 0.4317
H 3.93036 1.89480 0.32202 0.3890
H 2.37587 1.32056 -2.31131 0.5049
H 4.12711 1.47310 -2.36081 0.5344
H 4.22318 3.69482 -1.92224 0.4653
H 2.89929 3.62136 -0.69223 0.2596
H 2.66733 4.02464 -3.73342 0.4608
H 1.28111 3.45081 -2.80705 0.2079
H 0.83042 5.59921 -2.05993 0.2242
H 1.99131 6.11059 -3.27312 0.3099
H 2.49345 5.88358 -0.40738 0.2415
H 3.72688 6.00613 -1.54153 0.2425
H -3.05890 0.65793 2.01302 0.1863
H -3.26326 -0.86094 0.00003 0.4624
H -2.11361 -0.05453 -1.18731 0.2723
H -0.98346 -2.33058 0.54399 0.1252
H -0.46249 -1.71044 -1.07829 0.2046
H -1.87638 -2.72871 -0.91613 0.4135
C -5.78999 0.17666 2.85181 -0.3959
C -6.92537 0.39202 2.08169 -0.4950
C -7.80443 1.41251 2.41465 -0.3866
C -7.54352 2.22387 3.51180 -0.3895
C -6.40670 2.01099 4.27918 -0.4513
C -5.53111 0.98454 3.95220 -0.3653
H -5.10459 -0.62515 2.59365 0.6425
H -7.12529 -0.23652 1.22271 0.3716
H -8.69327 1.57694 1.81910 0.3722
H -8.22761 3.02270 3.76822 0.3695
H -6.20358 2.64471 5.13326 0.3734
H -4.64640 0.81471 4.55507 0.3726
C -0.88994 -3.37099 -4.33207 -0.3325
C 0.43362 -3.65353 -4.02015 -0.3429
C 0.93048 -4.93764 -4.19807 -0.4508
C 0.10579 -5.93712 -4.69696 -0.3607
C -1.21652 -5.65366 -5.01209 -0.3708
C -1.71606 -4.37176 -4.82588 -0.4291
H -1.27851 -2.36918 -4.19034 0.4207
H 1.07923 -2.87171 -3.63722 0.4114
H 1.96070 -5.15958 -3.94905 0.3661
H 0.49426 -6.93751 -4.84041 0.3621
H -1.85860 -6.43316 -5.40272 0.3664
H -2.74878 -4.15234 -5.06683 0.3631